The following is a quantum chemistry calculation of a structure of composition CH3N3O2S, from OMol25.

```
10
CH3N3O2S, DFT ωB97M-V/def2-TZVPD
C -0.518 -0.993 -0.329
N 1.932 3.292 0.730
N 1.190 2.886 0.019
N 0.386 -0.707 0.516
O 2.829 -1.620 -1.051
O 2.563 0.718 -0.162
S 2.688 -0.683 0.059
H -1.407 -0.332 -0.381
H -0.357 -1.510 -1.268
H 0.258 -0.076 1.267
```

The HOMO energy is -10.0 eV. As for the strongest force on any atom: 0.06205 hartree/bohr.

Atom charges from the natural (NBO) analysis, given in e for atoms 1 to 8: 0.01, 0.00, 0.00, -0.63, -0.89, -0.91, 1.69, 0.16

The following is a quantum chemistry calculation of a cluster of 8 separate species, C14H45NO11 in total, from OMol25.

```
71
C14H45NO11, DFT ωB97M-V/def2-TZVPD
C 1.342 -0.553 -3.920
O 1.463 -1.465 -2.835
H 2.296 -0.205 -4.315
H 0.958 -1.107 -4.777
H 0.850 0.375 -3.628
H 2.198 -2.068 -2.969
C -0.313 2.885 2.937
O -0.150 4.097 3.651
H -1.376 2.793 2.712
H 0.345 3.025 2.080
H 0.005 1.994 3.478
H -0.438 3.948 4.555
C -0.194 -1.803 5.710
O -0.721 -0.479 5.332
H -0.355 -2.165 6.725
H -0.536 -2.594 5.043
H 0.892 -1.811 5.623
H -1.030 -0.643 4.438
C -2.275 -1.790 -4.578
O -3.325 -2.020 -3.635
H -1.826 -0.807 -4.432
H -1.534 -2.571 -4.415
H -2.585 -2.005 -5.601
H -3.307 -1.249 -3.063
C 1.441 -3.442 1.650
C 2.551 -2.475 1.932
C 3.699 -2.509 0.882
O 4.748 -1.687 1.366
C 5.932 -1.669 0.554
N 2.016 -1.098 2.075
H 1.806 -4.468 1.596
H 1.020 -3.255 0.662
H 0.683 -3.313 2.421
H 2.833 -2.843 2.918
H 3.455 -2.216 -0.139
H 3.939 -3.571 0.940
H 6.424 -2.624 0.734
H 6.649 -0.867 0.735
H 5.674 -1.371 -0.462
H 1.572 -0.735 1.245
H 2.832 -0.522 2.225
C -0.404 3.231 -1.033
C 0.734 4.248 -0.737
O 1.962 3.611 -0.529
O -0.708 2.360 0.063
H -0.100 2.609 -1.875
H -1.307 3.762 -1.335
H 0.443 4.911 0.078
H 0.763 4.895 -1.613
H 2.671 4.188 -0.822
H 0.137 2.036 0.382
C -4.558 0.963 -2.293
C -4.131 2.266 -2.948
O -3.951 3.280 -2.023
O -3.666 0.321 -1.479
H -4.838 0.249 -3.067
H -5.400 1.091 -1.612
H -4.949 2.581 -3.596
H -3.203 2.117 -3.499
H -4.785 3.511 -1.608
H -3.155 0.952 -0.967
C -0.889 -1.082 -0.124
C -1.618 -0.649 1.136
O -0.930 -0.926 2.333
O 0.326 -0.345 -0.346
H -1.595 -0.983 -0.949
H -0.735 -2.159 -0.056
H -2.634 -1.037 1.207
H -1.743 0.430 1.040
H -0.021 -1.096 2.073
H 0.629 -0.449 -1.251
```

The SMILES is COC[C@H](C)N.OCCO.OCCO.OCCO.CO.CO.CO.CO. The HOMO energy is -9.1 eV. As for the strongest force on any atom: 0.05192 hartree/bohr.

Atom charges from the Mulliken analysis, given in e for atoms 1 to 8: -0.56, -0.44, 0.33, 0.28, 0.16, 0.25, -0.26, -0.58

The following is a quantum chemistry calculation of a structure of composition C11H31BFInN3O2Si, from OMol25.

```
51
C11H31BFInN3O2Si, DFT ωB97M-V/def2-TZVPD
C 1.581 -3.077 2.505
B 2.309 -1.930 1.672
O 3.685 -2.162 1.423
In 1.222 -0.062 0.933
C 2.398 1.753 1.553
C 3.756 1.913 0.832
C 3.737 3.128 -0.067
F 4.629 3.003 -1.153
C -0.753 0.068 2.064
C -1.956 -0.302 1.226
O -2.936 0.781 1.210
Si -4.153 0.607 0.110
C -5.060 -1.044 0.236
C -3.589 0.829 -1.677
C -5.411 1.962 0.488
C 0.740 -0.078 -1.254
C 1.729 -0.833 -2.143
N 2.108 -2.144 -1.583
N 2.954 -0.110 -2.409
N 1.091 -0.990 -3.493
H 1.082 -2.647 3.371
H 2.285 -3.827 2.868
H 0.802 -3.535 1.896
H 3.787 -2.863 0.759
H 2.573 1.663 2.622
H 1.781 2.643 1.447
H 3.939 1.048 0.199
H 4.591 1.949 1.526
H 2.736 3.249 -0.472
H 4.023 4.007 0.505
H -0.881 1.095 2.385
H -0.699 -0.608 2.909
H -1.701 -0.533 0.187
H -2.452 -1.187 1.627
H -5.812 -1.037 1.018
H -4.360 -1.860 0.387
H -5.580 -1.217 -0.701
H -3.704 1.871 -1.954
H -2.568 0.520 -1.859
H -4.265 0.270 -2.318
H -6.314 1.763 -0.080
H -5.027 2.942 0.233
H -5.613 1.939 1.555
H -0.260 -0.445 -1.480
H 0.750 0.954 -1.597
H 1.574 -2.885 -2.010
H 3.099 -2.284 -1.741
H 3.475 0.032 -1.550
H 2.701 0.786 -2.805
H 0.242 -1.534 -3.361
H 1.716 -1.582 -4.038
```

Its charge is -1. The HOMO energy is -3.7 eV. As for the strongest force on any atom: 0.02105 hartree/bohr.

Atom charges from the Mulliken analysis, given in e for atoms 1 to 8: -1.06, 0.18, -0.59, 1.05, -1.34, -0.05, -0.41, -0.35

The following is a quantum chemistry calculation of a structure of composition C43H39IrN7O2P2S3Te, from OMol25.

```
98
C43H39IrN7O2P2S3Te, DFT ωB97M-V/def2-TZVPD
Ir -0.044 0.109 0.020
O -1.573 -4.525 1.301
C -0.537 -5.164 0.745
C -0.528 -6.553 0.847
C 0.500 -7.282 0.293
C 1.557 -6.653 -0.380
C 1.564 -5.289 -0.480
C 0.523 -4.509 0.079
C 0.550 -3.069 -0.011
O -0.360 -2.353 0.419
N 1.672 -2.515 -0.634
N 1.693 -1.206 -0.686
C 2.828 -0.830 -1.312
S 3.964 -1.981 -1.884
C 4.961 -0.778 -2.802
C 4.910 0.544 -2.069
S 3.183 0.825 -1.582
H -1.478 -3.568 1.156
H -1.347 -7.032 1.367
H 0.489 -8.361 0.382
H 2.356 -7.239 -0.812
H 2.370 -4.786 -0.994
H 4.559 -0.700 -3.812
H 5.978 -1.165 -2.851
H 5.202 1.376 -2.707
H 5.522 0.541 -1.169
Te -4.342 0.303 1.963
C -5.923 -1.077 1.771
C -6.618 -1.377 2.933
C -7.687 -2.263 2.836
N -8.084 -2.816 1.691
C -7.399 -2.509 0.589
C -6.310 -1.648 0.571
C -2.727 -0.792 1.324
P -2.387 -0.672 -0.465
C -3.693 0.350 -1.221
C -4.679 -0.160 -2.063
C -5.649 0.684 -2.594
C -5.635 2.041 -2.306
C -4.630 2.568 -1.505
C -3.661 1.730 -0.977
C -2.551 -2.259 -1.327
C -1.759 -2.467 -2.456
C -1.863 -3.652 -3.170
C -2.755 -4.635 -2.756
C -3.544 -4.431 -1.632
C -3.444 -3.243 -0.919
P -1.164 -0.381 2.166
C -1.612 0.622 3.635
C -0.968 1.827 3.898
C -1.214 2.532 5.070
C -2.119 2.036 5.995
C -2.768 0.832 5.751
C -2.512 0.125 4.587
C -0.331 -1.755 3.038
C -1.008 -2.760 3.717
C -0.303 -3.730 4.415
C 1.084 -3.701 4.443
C 1.769 -2.700 3.765
C 1.062 -1.733 3.064
H -6.350 -0.952 3.892
H -8.252 -2.532 3.721
H -7.744 -2.968 -0.332
H -5.796 -1.438 -0.356
H -4.697 -1.213 -2.313
H -6.414 0.274 -3.240
H -6.396 2.691 -2.721
H -4.595 3.631 -1.303
H -2.849 2.155 -0.395
H -1.062 -1.697 -2.775
H -1.250 -3.811 -4.048
H -2.833 -5.562 -3.308
H -4.236 -5.197 -1.308
H -4.042 -3.094 -0.026
H -0.276 2.233 3.173
H -0.698 3.464 5.262
H -2.310 2.580 6.911
H -3.466 0.437 6.478
H -2.975 -0.843 4.445
H -2.091 -2.820 3.672
H -0.840 -4.511 4.938
H 1.630 -4.461 4.986
H 2.852 -2.678 3.781
H 1.596 -0.960 2.519
C 3.747 4.141 1.533
C 2.770 3.995 0.427
N 2.643 4.778 -0.595
N 1.608 4.231 -1.313
C 1.092 3.132 -0.776
S -0.192 2.175 -1.342
N 1.833 2.974 0.353
N 1.673 1.878 1.187
H 4.369 5.010 1.335
H 4.387 3.261 1.616
H 3.237 4.287 2.486
H 1.309 4.668 -2.171
H 2.563 1.413 1.334
H 1.288 2.172 2.077
```

As for the spin multiplicity: 6. Its charge is +2. The HOMO energy (spin up / spin down) is -11.7 / -12.5 eV. As for the strongest force on any atom: 0.01324 hartree/bohr.

Atom charges from the Mulliken analysis, given in e for atoms 1 to 8: 2.01, -0.66, 0.59, -0.65, -0.48, -0.82, -1.09, 0.30

The following is a quantum chemistry calculation of a cluster of 2 separate species, C10H16O in total, from OMol25.

```
27
C10H16O, DFT ωB97M-V/def2-TZVPD
C -0.731 -1.054 -2.855
C -0.779 0.720 -1.070
C -0.065 0.011 -2.032
C -0.110 1.368 -0.047
C 1.302 0.157 -2.087
C 1.269 1.411 -0.071
C 1.997 0.922 -1.144
O 2.014 1.883 0.993
H -1.859 0.802 -1.148
H -0.569 1.904 0.766
H -1.386 -1.741 -2.341
H -0.017 -1.585 -3.484
H 1.916 -0.408 -2.783
H 3.075 0.986 -1.226
H 1.525 2.597 1.429
H -1.447 -0.621 -3.573
C -0.831 -1.310 2.635
C -2.051 -0.414 2.402
C -1.083 -2.723 2.070
H -0.026 -0.866 2.058
H -0.643 -1.341 3.690
H -2.879 -0.428 3.109
H -1.445 -2.589 1.059
H -0.117 -3.208 1.911
H -1.783 -3.284 2.688
H -1.838 0.666 2.369
H -2.567 -0.666 1.466
```

The SMILES is Cc1ccc(O)cc1.CCC. The HOMO energy is -8.5 eV. As for the strongest force on any atom: 0.03787 hartree/bohr.

Atom charges from the natural (NBO) analysis, given in e for atoms 1 to 8: -0.63, -0.18, -0.06, -0.28, -0.18, 0.29, -0.26, -0.68